--- w ---
Here is C32H36BrO4TeY as an isolated structure from the OMol25 dataset. Energies are from ωB97M-V with the def2-TZVPD basis set.

Structure (ORCA input):
```
! RIJCOSX wB97M-V def2-TZVPD def2/J DEFGRID3
* xyz 2 1
Y 0.01 0.15 0.68
C -3.08 -0.29 -1.03
C -2.97 -1.74 -0.56
O -1.64 -1.99 -0.07
C -1.58 -3.04 0.90
C -2.12 -2.58 2.26
O -1.65 -1.25 2.49
C -2.24 -0.66 3.64
C -1.71 0.78 3.74
O -1.59 1.41 2.46
C -2.79 1.95 1.91
C -3.50 1.00 0.94
O -2.56 0.63 -0.07
H -4.12 -0.05 -1.26
H -2.48 -0.15 -1.94
H -3.19 -2.42 -1.39
H -3.69 -1.93 0.24
H -0.52 -3.29 0.98
H -2.13 -3.92 0.55
H -1.76 -3.26 3.04
H -3.21 -2.58 2.28
H -1.97 -1.21 4.55
H -3.33 -0.67 3.55
H -0.69 0.78 4.14
H -2.35 1.37 4.40
H -2.49 2.85 1.35
H -3.48 2.24 2.71
H -4.35 1.53 0.49
H -3.87 0.11 1.46
C 3.17 1.23 2.42
C 3.27 1.79 1.15
C 2.36 2.76 0.75
C 1.32 3.14 1.59
C 1.23 2.59 2.86
C 2.16 1.65 3.29
H 3.91 0.52 2.76
H 4.08 1.51 0.50
H 2.52 3.28 -0.19
H 0.65 3.94 1.30
H 0.49 2.97 3.56
H 2.15 1.29 4.31
Br 3.52 -5.25 3.45
C 2.73 -3.70 2.70
C 2.90 -3.40 1.36
C 2.25 -2.30 0.80
C 1.43 -1.46 1.56
C 1.32 -1.77 2.93
C 1.94 -2.87 3.49
H 3.52 -4.03 0.74
H 2.40 -2.13 -0.26
H 0.73 -1.15 3.59
H 1.80 -3.10 4.53
Te 0.29 2.00 -1.83
C -0.52 2.16 -3.86
C -0.15 3.32 -4.52
C -0.57 3.52 -5.82
C -1.36 2.58 -6.45
C -1.72 1.42 -5.79
C -1.30 1.20 -4.48
C 1.68 0.45 -2.35
C 3.00 0.78 -2.64
C 3.89 -0.21 -3.00
C 3.47 -1.52 -3.10
C 2.15 -1.85 -2.84
C 1.26 -0.87 -2.44
H 0.47 4.06 -4.03
H -0.27 4.42 -6.34
H -1.69 2.74 -7.47
H -2.33 0.68 -6.28
H -1.57 0.28 -3.99
H 3.32 1.81 -2.60
H 4.92 0.05 -3.22
H 4.16 -2.29 -3.41
H 1.82 -2.87 -2.96
H 0.22 -1.14 -2.24
*
```

For the LUMO energy, the calculation gives -5.75 eV. The HOMO-LUMO gap is 7.536 eV.

--- x ---
Here is C32H36BrO4TeY as an isolated structure from the OMol25 dataset. Energies are from ωB97M-V with the def2-TZVPD basis set.

Structure (ORCA input):
```
! RIJCOSX wB97M-V def2-TZVPD def2/J DEFGRID3
* xyz 2 1
Y 0.36 -0.41 0.55
C 1.27 -0.01 3.79
C 0.08 0.89 3.45
O 0.17 1.35 2.08
C 0.93 2.56 1.86
C 2.39 2.24 1.61
O 2.43 1.15 0.68
C 3.72 0.57 0.51
C 3.51 -0.72 -0.26
O 2.43 -1.49 0.32
C 2.75 -2.40 1.39
C 2.67 -1.68 2.73
O 1.52 -0.82 2.64
H 1.02 -0.63 4.65
H 2.17 0.56 4.02
H 0.03 1.75 4.12
H -0.84 0.33 3.50
H 0.79 3.24 2.70
H 0.50 3.02 0.97
H 2.91 1.94 2.53
H 2.90 3.11 1.20
H 4.18 0.40 1.48
H 4.37 1.24 -0.06
H 4.42 -1.32 -0.29
H 3.20 -0.51 -1.28
H 3.72 -2.86 1.22
H 1.98 -3.17 1.34
H 3.55 -1.07 2.95
H 2.54 -2.40 3.54
C 1.89 -2.76 -2.74
C 1.92 -3.90 -1.95
C 0.89 -4.15 -1.05
C -0.16 -3.25 -0.92
C -0.18 -2.09 -1.69
C 0.84 -1.86 -2.62
H 2.66 -2.59 -3.48
H 2.72 -4.62 -2.06
H 0.89 -5.07 -0.47
H -0.98 -3.47 -0.24
H -1.06 -1.44 -1.69
H 0.77 -1.01 -3.29
Br -5.00 -3.69 3.70
C -3.54 -2.82 2.87
C -2.27 -2.91 3.43
C -1.22 -2.25 2.81
C -1.36 -1.49 1.64
C -2.66 -1.47 1.11
C -3.74 -2.10 1.71
H -2.12 -3.48 4.33
H -0.24 -2.34 3.28
H -2.87 -0.93 0.18
H -4.73 -2.04 1.27
Te 0.24 1.62 -1.95
C -0.77 3.36 -1.27
C -0.34 4.60 -1.73
C -0.99 5.75 -1.30
C -2.07 5.66 -0.43
C -2.49 4.42 0.03
C -1.84 3.27 -0.38
C -1.24 0.90 -3.28
C -0.91 0.78 -4.63
C -1.85 0.28 -5.52
C -3.11 -0.09 -5.07
C -3.43 0.03 -3.72
C -2.50 0.52 -2.82
H 0.48 4.67 -2.43
H -0.67 6.71 -1.67
H -2.58 6.56 -0.11
H -3.33 4.35 0.70
H -2.18 2.30 -0.02
H 0.06 1.10 -4.99
H -1.60 0.20 -6.57
H -3.84 -0.47 -5.77
H -4.41 -0.25 -3.37
H -2.76 0.62 -1.78
*
```

For the LUMO energy, the calculation gives -5.41 eV. The HOMO-LUMO gap is 7.785 eV.

Quick look at relative energies in kJ/mol: w 132.0; x 0.0.

--- w ---
Here is the molecule C4H11NS from the OMol25 dataset. Energies are from ωB97M-V with the def2-TZVPD basis set.

Structure (ORCA input):
```
! RIJCOSX wB97M-V def2-TZVPD def2/J DEFGRID3
* xyz 0 1
C -1.28 -1.54 0.78
N 0.13 -1.03 0.67
C 0.02 0.24 0.11
C 1.50 1.04 0.34
S 1.20 2.58 1.35
C -0.27 0.06 -1.38
H -1.92 -1.24 -0.21
H -1.33 -2.58 0.80
H -1.77 -1.07 1.60
H 0.56 -1.78 0.09
H -0.76 0.89 0.57
H 2.12 0.38 1.02
H 2.11 1.21 -0.54
H 0.30 3.14 0.46
H -1.06 0.52 -2.00
H 0.72 0.19 -1.92
H -0.26 -1.03 -1.73
*
```

For the LUMO energy, the calculation gives 0.98 eV. Its SMILES is CN[C@H](C)CS. The HOMO-LUMO gap is 9.730 eV.

--- x ---
Here is a 2-piece molecular cluster, C4H11NS overall from the OMol25 dataset. Energies are from ωB97M-V with the def2-TZVPD basis set.

Structure (ORCA input):
```
! RIJCOSX wB97M-V def2-TZVPD def2/J DEFGRID3
* xyz 0 1
C -4.72 -0.82 -0.63
S -3.03 -0.36 -0.23
C -3.07 1.45 -0.68
H -4.92 -1.84 -0.36
H -4.82 -0.66 -1.73
H -5.48 -0.13 -0.28
H -2.00 1.48 -0.37
H -3.01 1.79 -1.74
H -3.75 2.00 0.05
C 4.86 -1.28 1.24
C 4.75 0.03 1.06
N 4.02 0.58 -0.16
H 4.60 -1.89 0.38
H 4.87 -1.88 2.14
H 4.85 0.72 1.87
H 3.70 -0.26 -0.63
H 3.14 1.07 0.06
*
```

For the LUMO energy, the calculation gives 0.63 eV. Its SMILES is C=CN.CSC. The HOMO-LUMO gap is 9.246 eV.

--- y ---
Here is the molecule C4H11NS from the OMol25 dataset. Energies are from ωB97M-V with the def2-TZVPD basis set.

Structure (ORCA input):
```
! RIJCOSX wB97M-V def2-TZVPD def2/J DEFGRID3
* xyz 0 1
C -0.26 0.79 0.88
C 1.24 0.77 0.63
S 1.93 -0.87 0.91
C -1.18 -0.10 0.02
N -1.38 0.55 -1.29
C -2.33 -0.21 -2.14
H -0.31 0.42 1.91
H -0.74 1.75 0.69
H 1.72 1.57 1.22
H 1.50 1.15 -0.38
H 2.32 -0.74 2.18
H -0.81 -1.13 0.05
H -2.25 -0.14 0.30
H -0.57 0.79 -1.84
H -3.38 -0.03 -1.98
H -2.12 -1.28 -2.19
H -2.13 0.23 -3.13
*
```

For the LUMO energy, the calculation gives 0.91 eV. Its SMILES is CNCCCS. The HOMO-LUMO gap is 9.659 eV.

--- z ---
Here is the molecule C4H11NS from the OMol25 dataset. Energies are from ωB97M-V with the def2-TZVPD basis set.

Structure (ORCA input):
```
! RIJCOSX wB97M-V def2-TZVPD def2/J DEFGRID3
* xyz 0 1
S 1.65 1.29 0.59
N -2.19 -0.89 -0.96
C 1.52 0.82 2.34
C 0.39 -0.03 0.24
C -0.96 -0.81 -1.68
C 0.07 0.26 -1.24
H -2.59 0.01 -0.68
H -2.05 -1.46 -0.09
H 1.87 -0.16 2.46
H 2.16 1.53 2.97
H 0.48 1.01 2.68
H 0.85 -0.98 0.17
H -0.53 0.10 0.77
H -1.20 -0.62 -2.75
H -0.28 -1.64 -1.74
H 0.97 0.23 -1.78
H -0.15 1.34 -1.30
*
```

For the LUMO energy, the calculation gives 0.98 eV. Its SMILES is CSCCCN. The HOMO-LUMO gap is 9.684 eV.

Quick look at relative energies in kJ/mol: w 102.9; x 127.8; y 0.0; z 19.5.